{"formula": "C28H54P2SiTi", "method": "wB97M-V/def2-TZVPD", "homo_lumo_gap_ev": 7.42, "e_homo_ev": -14.0, "charge": 2, "max_force_ev_per_a": 6.20, "multiplicity": 1, "symbols": ["Ti", "P", "P", "Si", "C", "C", "C", "C", "C", "C", "C", "C", "C", "C", "C", "C", "C", "C", "C", "C", "C", "C", "C", "C", "C", "C", "C", "C", "C", "C", "C", "C", "H", "H", "H", "H", "H", "H", "H", "H", "H", "H", "H", "H", "H", "H", "H", "H", "H", "H", "H", "H", "H", "H", "H", "H", "H", "H", "H", "H", "H", "H", "H", "H", "H", "H", "H", "H", "H", "H", "H", "H", "H", "H", "H", "H", "H", "H", "H", "H", "H", "H", "H", "H", "H", "H"], "positions_angstrom": [[-0.1079, -0.2893, 0.6869], [1.4046, 0.0504, -1.0304], [-2.3674, 0.5626, -0.0471], [0.0819, -3.6495, -1.0610], [0.1387, 1.1956, 3.6097], [0.8756, 5.0029, -0.8123], [-2.8104, 2.1424, 0.7202], [-3.9520, -0.3019, -0.1755], [-0.1166, 0.7669, -1.9745], [0.6706, -2.3348, 2.4771], [2.3345, 3.0784, -1.6748], [1.1753, -0.9910, 2.5613], [-2.4865, -0.5377, 3.3954], [-1.5960, -3.5096, 2.8133], [1.4974, -3.5654, 2.4543], [3.0215, -0.0855, -1.7949], [-0.7132, -2.0498, -0.3784], [0.6794, 3.6311, -3.5059], [1.9420, -3.5062, -1.0533], [0.0538, -0.1296, 2.9328], [-0.1928, 3.9728, -0.5656], [-0.7925, 3.6607, -3.0143], [-1.1417, -0.9578, 2.9226], [1.4241, 1.3744, 0.3182], [-0.5272, -3.9350, -2.8307], [-1.0312, 3.5504, -1.5292], [2.2921, 4.4464, -1.0681], [-1.6647, 0.6208, -1.7672], [1.6451, 2.7396, -2.7816], [-0.5019, -5.1949, -0.1532], [-0.7304, -2.3088, 2.6977], [2.6271, -0.6406, 2.6058], [0.5914, 5.6337, -1.6641], [1.2223, -4.2468, 1.6385], [-1.5403, -2.2774, 0.3321], [-2.0641, 3.2949, -1.2828], [-2.6902, -0.9414, 4.4031], [2.7931, 0.4093, 2.8695], [0.0966, 0.5448, -3.0324], [-1.5688, -5.1460, 0.1052], [3.7423, -0.4554, -1.0480], [-2.1712, 1.4823, -2.2285], [-0.1205, -3.1932, -3.5331], [2.8325, 5.1525, -1.7222], [2.3507, -4.4503, -1.4476], [-4.3190, -0.5258, 0.8357], [1.1163, 2.3334, -0.1095], [1.1293, 1.6431, 3.4885], [2.8421, 4.4244, -0.1146], [-0.6152, 1.8910, 3.2243], [2.2850, -2.6818, -1.6911], [-1.1834, -1.6020, -1.2684], [2.5634, -3.3293, 2.3529], [2.4288, 1.4534, 0.7582], [0.9294, 5.6702, 0.0694], [-1.2862, -4.0936, 3.6977], [1.8748, 1.8152, -3.3275], [3.1176, -0.8346, 1.6368], [-4.6746, 0.3505, -0.6842], [-1.9198, 2.7556, 0.8736], [-0.3737, -6.0250, -0.8657], [-3.5246, 2.6827, 0.0925], [-0.0433, 1.0917, 4.6914], [-3.2672, 1.9499, 1.6968], [3.1529, -1.2556, 3.3545], [-2.5749, 0.5537, 3.4510], [-1.3424, 2.8554, -3.5214], [0.7205, 1.3003, 1.2105], [-1.2555, 4.5883, -3.3959], [1.3607, -4.1219, 3.3959], [-1.6247, -3.9120, -2.8895], [1.0624, 4.6576, -3.5324], [3.0019, -0.8461, -2.5880], [-0.1939, -4.9314, -3.1567], [-0.3796, 3.7820, 0.4919], [0.0957, 1.8131, -1.7583], [-1.5218, -4.1724, 1.9347], [-3.2815, -0.9129, 2.7337], [3.4216, 0.8421, -2.2126], [0.0720, -5.4500, 0.7444], [-2.6501, -3.2414, 2.9400], [-3.8467, -1.2425, -0.7329], [2.3469, -3.3522, -0.0471], [0.6395, 3.2769, -4.5507], [3.1344, 2.4483, -1.2774], [-2.0218, -0.2634, -2.3174]], "lowdin_charge": [0.638, 0.973, 0.883, 0.461, -0.028, -0.153, -0.227, -0.201, -0.317, -0.181, -0.169, -0.271, -0.026, 0.009, -0.002, -0.210, -0.319, -0.148, -0.170, -0.348, -0.126, -0.155, -0.241, -0.249, -0.178, -0.145, -0.161, -0.340, -0.151, -0.175, -0.206, -0.030, 0.118, 0.050, 0.016, 0.085, 0.118, 0.080, 0.113, 0.039, 0.082, 0.074, 0.029, 0.136, 0.059, 0.051, 0.015, 0.084, 0.118, 0.079, -0.005, -0.025, 0.091, 0.095, 0.132, 0.118, 0.103, 0.082, 0.075, 0.017, 0.049, 0.069, 0.114, 0.061, 0.109, 0.076, 0.106, 0.038, 0.140, 0.120, 0.041, 0.119, 0.069, 0.044, 0.097, -0.004, 0.063, 0.071, 0.043, 0.021, 0.092, 0.065, 0.018, 0.129, 0.091, 0.093]}